# C10H13EuN2O5S

C10H13EuN2O5S as an isolated structure in a non-equilibrium geometry (ωB97M-V with the def2-TZVPD basis set, the OMol25 dataset).

The LUMO energy (alpha / beta) comes out at -0.1398 / -0.1394 Ha. Its net charge is +1. As for the spin multiplicity: 8. The expectation value of S² is 15.761. As for the largest force on an atom: 3.26 eV Å⁻¹.

Last column: natural (NBO) charge in e.
Atoms and positions in Å:
O  0.063  -1.324  -2.382  -0.54
C  0.552  -0.575  -1.642  0.31
Eu  0.632  0.773  0.624  1.03
O  -2.383  -1.364  -0.019  -0.44
C  -1.465  -0.717  0.194  0.49
C  2.478  0.570  -1.486  0.23
O  2.773  1.155  -0.450  -0.65
C  -0.963  1.746  -1.410  0.52
O  -1.574  2.275  -2.221  -0.41
C  1.205  -1.983  0.625  0.53
O  1.598  -3.054  0.686  -0.41
H  3.128  0.533  -2.386  0.12
C  -2.436  2.989  2.312  -0.39
N  -2.634  1.799  3.127  -0.42
C  -3.989  1.566  3.591  -0.42
C  -1.541  1.120  3.539  0.40
S  0.029  1.751  3.174  -0.32
N  -1.610  -0.056  4.205  -0.41
C  -2.828  -0.712  4.668  -0.42
C  -0.362  -0.803  4.462  -0.40
H  -3.380  3.520  2.273  0.22
H  -2.108  2.736  1.302  0.19
H  -1.698  3.658  2.752  0.24
H  -4.439  0.688  3.119  0.21
H  -4.110  1.557  4.680  0.22
H  -4.582  2.402  3.227  0.23
H  -3.460  -1.043  3.836  0.21
H  -2.512  -1.630  5.168  0.23
H  -3.388  -0.131  5.413  0.22
H  0.043  -1.237  3.531  0.19
H  0.395  -0.139  4.903  0.24
H  -0.598  -1.590  5.192  0.22

---

# C2H2N6

One molecule with the formula C2H2N6 in a non-equilibrium geometry (ωB97M-V with the def2-TZVPD basis set, the OMol25 dataset).

The LUMO energy comes out at -0.0514 Ha. As for the energy above the lowest of the compared OMol25 structures with the same formula, charge and spin: 93.1 kcal/mol. As for the SMILES: [H]/N=c1\ncnnnn1. Its net charge is 0. As for the largest force on an atom: 9.06 eV Å⁻¹.

Last column: natural (NBO) charge in e.
Atoms and positions in Å:
H  -3.020  0.309  1.139  0.40
N  -2.107  -0.362  0.677  -0.63
C  -1.109  0.106  -0.023  0.46
N  -0.648  1.187  -0.495  -0.42
C  0.654  1.296  -0.334  0.28
N  1.456  0.571  0.627  -0.18
N  1.467  -0.605  0.723  0.04
N  0.788  -1.400  -0.458  -0.01
N  -0.320  -0.927  -0.840  -0.14
H  1.297  2.029  -0.639  0.20